{"formula": "C5H10O2S2", "method": "ωB97M-V/def2-TZVPD", "homo_lumo_gap_ev": 8.985, "largest_force_ha_per_bohr": 0.0857, "e_lumo_ev": 0.6, "de_lowest_kj_mol": 336.96, "species": ["C", "C", "C", "C", "C", "O", "O", "S", "S", "H", "H", "H", "H", "H", "H", "H", "H", "H", "H"], "xyz": [[-2.732, 0.521, 0.187], [-2.118, -0.632, 0.148], [-1.966, 1.826, 0.196], [-0.491, -2.179, -1.160], [3.098, -0.384, -0.281], [0.947, 1.195, 0.193], [0.991, -1.140, 0.699], [-0.849, -1.537, 0.496], [1.739, 0.208, 0.892], [-3.847, 0.426, 0.018], [-2.501, 2.398, 0.988], [-0.959, 1.693, 0.067], [-2.192, 2.172, -0.764], [0.359, -2.865, -1.218], [-0.399, -1.199, -1.768], [-1.435, -2.750, -1.349], [3.325, -1.362, 0.125], [2.529, -0.412, -1.174], [3.856, 0.300, -0.295]], "lowdin_charge": [-0.2013, -0.3943, -0.0651, -0.2619, -0.1798, -0.5112, -0.7554, 1.0284, 0.7745, 0.1230, 0.1046, -0.0019, 0.0612, 0.0541, 0.0959, 0.0539, 0.0443, 0.0287, 0.0023]}

***

{"formula": "C18H19Cl2NO4", "method": "ωB97M-V/def2-TZVPD", "homo_lumo_gap_ev": 8.837, "smiles": "CCCCCCc1c(O)ccc2c1O[C@]1(C2=O)C(Cl)=C(Cl)C(=O)N1C", "largest_force_ha_per_bohr": 0.0649, "e_lumo_ev": -0.3, "de_lowest_kj_mol": 0.00, "species": ["O", "O", "Cl", "Cl", "O", "O", "C", "C", "C", "C", "C", "C", "C", "C", "C", "C", "N", "C", "C", "C", "C", "C", "C", "C", "C", "H", "H", "H", "H", "H", "H", "H", "H", "H", "H", "H", "H", "H", "H", "H", "H", "H", "H", "H"], "xyz": [[-4.992, 0.460, 3.473], [-0.798, -1.968, 4.092], [-5.896, -2.674, 2.929], [-2.903, -3.884, 1.668], [2.583, -1.821, -1.278], [-1.727, -1.072, 0.770], [-4.191, -0.354, 3.023], [-0.936, -1.611, 2.934], [-4.406, -1.769, 2.734], [-3.227, -2.271, 2.227], [2.247, -2.132, 0.999], [1.480, -2.091, 2.172], [1.725, -1.811, -0.237], [-0.378, -1.319, 0.757], [0.138, -1.672, 2.003], [0.418, -1.353, -0.380], [-2.904, -0.036, 2.679], [-2.433, 1.352, 2.623], [3.554, 2.833, -3.748], [-0.146, -0.820, -1.707], [2.871, 2.550, -2.411], [-0.428, 0.685, -1.620], [1.705, 1.589, -2.594], [0.824, 1.527, -1.349], [-2.193, -1.193, 2.148], [2.146, -1.525, -2.090], [3.280, -2.452, 1.065], [1.841, -2.344, 3.165], [-1.343, 1.393, 2.302], [-2.523, 1.876, 3.568], [-3.009, 1.920, 1.865], [4.151, 3.737, -3.673], [4.194, 2.005, -4.024], [2.856, 2.994, -4.563], [-1.055, -1.361, -1.975], [0.535, -1.025, -2.526], [3.572, 2.176, -1.685], [2.452, 3.502, -2.004], [-1.175, 0.842, -0.855], [-0.871, 1.003, -2.576], [2.101, 0.583, -2.814], [1.109, 1.863, -3.467], [0.422, 2.495, -1.158], [1.331, 1.175, -0.464]], "lowdin_charge": [0.0866, 0.1257, 0.7015, 0.7613, 0.0823, 0.0693, -0.4566, -0.2909, -0.5282, -0.5388, 0.0024, 0.0563, -0.2699, -0.1552, -0.1010, -0.0692, 0.0043, 0.0070, -0.1137, -0.1114, -0.2624, -0.1851, -0.2269, -0.1958, -0.3288, 0.0853, 0.1215, 0.1276, 0.1143, 0.0879, 0.1011, 0.0661, 0.0685, 0.0674, 0.1248, 0.0928, 0.1040, 0.1185, 0.0986, 0.1202, 0.1039, 0.1168, 0.1024, 0.1154]}

***

{"formula": "C35H29InN10O4S", "method": "ωB97M-V/def2-TZVPD", "homo_lumo_gap_ev": 7.705, "largest_force_ha_per_bohr": 0.0069, "e_lumo_ev": -0.1, "de_lowest_kj_mol": 5.06, "species": ["In", "C", "C", "N", "N", "C", "N", "S", "C", "C", "C", "C", "C", "N", "H", "H", "H", "H", "H", "H", "H", "H", "H", "C", "C", "C", "C", "N", "C", "C", "C", "C", "C", "C", "C", "H", "H", "H", "H", "H", "H", "H", "H", "C", "C", "N", "C", "C", "N", "C", "O", "O", "C", "O", "O", "H", "H", "H", "H", "H", "N", "C", "C", "C", "C", "C", "C", "C", "N", "C", "C", "N", "C", "H", "H", "H", "H", "H", "H", "H"], "xyz": [[-0.523, -0.471, -0.884], [-3.740, 0.108, 2.463], [-2.719, -0.404, 1.495], [-2.384, 0.225, 0.432], [-2.997, 1.420, 0.185], [-3.028, 1.734, -1.095], [-3.556, 2.968, -1.360], [-2.491, 0.784, -2.421], [-2.085, -1.728, 1.713], [-2.160, -2.398, 2.927], [-1.605, -3.664, 3.029], [-1.015, -4.234, 1.914], [-0.964, -3.487, 0.747], [-1.471, -2.266, 0.655], [-4.456, 0.733, 1.937], [-4.260, -0.705, 2.964], [-3.258, 0.728, 3.224], [-4.115, 3.382, -0.631], [-3.830, 3.143, -2.311], [-2.629, -1.934, 3.783], [-1.640, -4.199, 3.968], [-0.590, -5.227, 1.944], [-0.492, -3.868, -0.150], [3.913, 0.433, -2.231], [4.106, -0.536, -3.204], [3.043, -1.330, -3.591], [1.793, -1.144, -3.001], [1.620, -0.193, -2.078], [2.644, 0.565, -1.699], [0.614, -2.002, -3.303], [0.623, -2.870, -4.397], [-0.449, -3.716, -4.628], [-1.544, -3.688, -3.773], [-1.562, -2.800, -2.707], [-0.490, -1.951, -2.451], [4.718, 1.067, -1.889], [5.082, -0.679, -3.651], [3.191, -2.103, -4.331], [2.427, 1.299, -0.932], [1.456, -2.888, -5.088], [-0.434, -4.387, -5.477], [-2.387, -4.345, -3.950], [-2.438, -2.761, -2.067], [2.493, -4.333, -1.350], [2.510, -3.407, -0.184], [1.706, -2.383, 0.000], [2.071, -1.817, 1.193], [3.113, -2.523, 1.746], [3.375, -3.523, 0.851], [3.937, -2.466, 2.982], [3.683, -1.499, 3.829], [4.799, -3.301, 3.149], [1.354, -0.634, 1.742], [1.714, -0.175, 2.838], [0.398, -0.144, 1.066], [1.554, -4.215, -1.887], [2.595, -5.370, -1.030], [3.308, -4.108, -2.040], [4.104, -4.204, 1.000], [2.921, -0.918, 3.492], [-2.271, 8.435, 4.696], [-1.926, 7.657, 3.924], [-1.497, 6.686, 2.956], [-0.437, 6.982, 2.101], [-0.021, 6.046, 1.172], [-0.675, 4.825, 1.093], [-1.743, 4.526, 1.931], [-2.145, 5.456, 2.872], [-0.270, 3.859, 0.142], [-0.039, 4.056, -1.210], [0.133, 2.820, -1.738], [0.017, 1.873, -0.743], [-0.217, 2.528, 0.366], [0.063, 7.937, 2.177], [0.817, 6.251, 0.519], [-2.258, 3.578, 1.817], [-2.973, 5.240, 3.534], [-0.067, 5.035, -1.653], [0.294, 2.539, -2.764], [-0.339, 2.082, 1.338]], "lowdin_charge": [0.7337, -0.0182, -0.2486, -0.0310, -0.0191, -0.8961, 0.0696, 0.6377, -0.2127, 0.0011, -0.0422, -0.0373, -0.1177, 0.0822, 0.0712, 0.0755, 0.0961, 0.0907, 0.0739, 0.1120, 0.1125, 0.1080, 0.1041, -0.0454, -0.0520, -0.0115, -0.2207, 0.0614, -0.1157, -0.2127, -0.0473, -0.0850, -0.0804, -0.1322, -0.2156, 0.1066, 0.1102, 0.1037, 0.1106, 0.0999, 0.1007, 0.1019, 0.0962, 0.0124, -0.3398, 0.1626, -0.1180, -0.0735, 0.1807, -0.4945, 0.1311, 0.0884, -0.5207, 0.0483, -0.0800, 0.0711, 0.0843, 0.0832, 0.1697, 0.0649, 0.1602, -0.1814, -0.2289, -0.0147, 0.0053, -0.1808, 0.0121, -0.0089, -0.0019, -0.0273, -0.1338, -0.0086, -0.1323, 0.1235, 0.1212, 0.1069, 0.1241, 0.1234, 0.1120, 0.1418]}

***

{"formula": "C2H3Tb", "method": "ωB97M-V/def2-TZVPD", "charge": 1, "s_squared": 15.803, "homo_lumo_gap_ev": [8.391, 7.110], "largest_force_ha_per_bohr": 0.0452, "multiplicity": 8, "e_lumo_ev": [-4.2, -5.7], "de_lowest_kj_mol": 0.00, "species": ["C", "H", "C", "H", "H", "Tb"], "xyz": [[-0.437, 0.495, -0.081], [-1.522, 0.652, 0.008], [0.031, -0.757, -0.038], [-0.576, -1.669, 0.034], [1.208, -0.941, 0.014], [1.295, 2.220, 0.063]], "mulliken_spin": [0.0334, 0.0107, 0.0616, -0.0011, 0.0162, 6.8792]}

***

{"formula": "C3H4N2", "method": "ωB97M-V/def2-TZVPD", "homo_lumo_gap_ev": 10.437, "largest_force_ha_per_bohr": 0.1026, "e_lumo_ev": 0.6, "de_lowest_kj_mol": 704.54, "species": ["C", "C", "C", "N", "N", "H", "H", "H", "H"], "xyz": [[0.901, 0.382, -0.615], [0.907, 0.361, 0.672], [-1.179, -0.183, -0.032], [-0.512, 0.764, -0.758], [-0.461, 0.657, 0.836], [1.472, 0.044, -1.343], [1.589, -0.039, 1.367], [-2.262, -0.186, 0.049], [-0.454, -1.800, -0.175]], "lowdin_charge": [-0.1164, -0.1473, -0.2591, 0.0523, 0.0325, 0.0520, 0.0956, 0.0874, 0.2031]}

***

{"formula": "C5H5ClFN", "method": "ωB97M-V/def2-TZVPD", "homo_lumo_gap_ev": 10.360, "smiles": "[H]/N=C/[C@]1(Cl)C(C)=C1F", "largest_force_ha_per_bohr": 0.0998, "e_lumo_ev": 0.8, "de_lowest_kj_mol": 289.73, "species": ["C", "C", "C", "C", "C", "N", "F", "Cl", "H", "H", "H", "H", "H"], "xyz": [[-0.625, 0.511, 0.573], [0.530, 1.025, 0.970], [1.487, -0.864, -0.632], [0.843, -0.423, 0.604], [-1.979, 0.476, 0.060], [1.007, -0.477, -1.732], [1.002, 2.065, 1.552], [0.885, -1.660, 1.916], [2.493, -1.375, -0.539], [-2.552, 1.444, 0.378], [-2.477, -0.498, 0.366], [-2.215, 0.418, -1.006], [1.602, -0.642, -2.511]], "lowdin_charge": [-0.0726, -0.2783, -0.2836, -0.5988, -0.0742, 0.1215, 0.1481, 0.5778, 0.1266, 0.1176, 0.1025, 0.0737, 0.0397]}

***

Which formula does entry 4 have? C2H3Tb